Record 1
Here is a structure of composition C34H53BrIrN2P2 from OMol25. Energies are from wB97M-V/def2-TZVPD.

Multiplicity = 6
Total charge = +4
DFT total energy = -130511.7673 eV

Last column: Mulliken spin population.
Atoms and positions in Å:
1 N -5.78 -2.00 4.24  0.86
2 C -5.19 -0.94 4.78  0.00
3 C -4.96 0.24 4.06  0.16
4 C -5.35 0.29 2.69  0.04
5 C -5.98 -0.86 2.14  0.15
6 C -6.16 -1.98 2.96  -0.01
7 C -5.05 1.47 1.90  0.26
8 Ir 0.19 0.74 -1.08  1.20
9 P 2.94 0.33 -2.01  0.36
10 C -5.23 1.57 0.53  -0.18
11 C -4.12 2.01 -0.27  0.15
12 C -3.87 1.49 -1.57  0.04
13 C -2.56 1.37 -2.01  0.09
14 C -1.58 1.60 -1.02  0.22
15 C -1.79 2.60 -0.05  0.01
16 C -3.09 2.78 0.37  0.15
17 Br 1.04 2.42 -2.64  0.41
18 H -4.51 2.26 2.45  -0.01
19 H -6.12 1.23 0.01  0.01
20 H -4.50 1.09 4.55  0.01
21 H -6.32 -0.88 1.11  0.01
22 H -4.89 -1.00 5.82  0.03
23 H -6.63 -2.88 2.57  0.02
24 H -4.70 1.06 -2.14  0.00
25 H -3.31 3.37 1.26  0.01
26 H -2.28 1.03 -3.01  0.00
27 H -0.96 3.13 0.39  -0.02
28 P -0.43 -1.48 -1.13  0.23
29 C 3.97 1.82 -1.62  0.05
30 C 4.56 2.61 -2.77  0.02
31 H 4.77 1.49 -0.94  0.00
32 H 3.31 2.49 -1.05  0.00
33 H 4.92 3.57 -2.37  0.00
34 H 5.42 2.10 -3.21  0.00
35 H 3.83 2.85 -3.56  0.00
36 C 2.77 -0.09 -3.79  0.03
37 C 3.97 0.07 -4.72  0.02
38 H 1.94 0.52 -4.18  0.00
39 H 2.43 -1.14 -3.81  -0.01
40 H 3.61 -0.10 -5.74  0.00
41 H 4.41 1.07 -4.70  0.00
42 H 4.74 -0.68 -4.51  0.00
43 C 3.94 -1.05 -1.34  0.06
44 C 5.43 -1.01 -1.68  0.04
45 H 3.47 -1.96 -1.73  0.00
46 H 3.79 -1.03 -0.25  0.00
47 H 5.88 -1.98 -1.43  0.01
48 H 5.62 -0.83 -2.74  0.00
49 H 5.96 -0.25 -1.10  0.00
50 C 0.13 -2.70 0.15  0.00
51 C 1.60 -3.07 0.15  0.02
52 H -0.48 -3.61 0.01  0.00
53 H -0.15 -2.28 1.12  0.01
54 H 1.76 -3.94 0.80  0.00
55 H 1.97 -3.33 -0.85  0.00
56 H 2.22 -2.25 0.55  0.00
57 C -0.01 -2.34 -2.69  0.05
58 C -0.79 -1.87 -3.92  0.03
59 H -0.18 -3.41 -2.50  0.01
60 H 1.08 -2.22 -2.85  -0.01
61 H -0.37 -2.34 -4.82  0.00
62 H -1.85 -2.18 -3.87  0.00
63 H -0.76 -0.78 -4.04  -0.01
64 C -2.27 -1.69 -0.96  0.03
65 C -2.84 -2.57 0.15  0.01
66 H -2.61 -2.04 -1.95  -0.01
67 H -2.67 -0.68 -0.85  0.00
68 H -3.94 -2.47 0.17  0.00
69 H -2.61 -3.63 -0.02  0.00
70 H -2.48 -2.29 1.15  0.00
71 C 1.45 3.09 2.01  0.01
72 N 2.58 2.17 2.33  0.01
73 C 2.75 1.95 3.79  0.00
74 C 2.49 0.86 1.52  0.00
75 C 1.20 0.19 1.79  0.13
76 C 1.09 -0.60 2.94  -0.01
77 C -0.15 -1.01 3.41  0.09
78 C -1.30 -0.66 2.70  -0.05
79 C -1.19 0.04 1.50  0.10
80 C 0.07 0.35 0.96  0.09
81 H 0.52 2.68 2.42  0.00
82 H 1.38 3.20 0.92  0.01
83 H 1.67 4.06 2.47  0.00
84 H 3.43 2.64 2.00  0.00
85 H 1.83 1.53 4.21  0.00
86 H 3.58 1.27 3.95  0.00
87 H 2.95 2.92 4.25  0.00
88 H 2.61 1.15 0.47  0.02
89 H 3.36 0.26 1.81  0.00
90 H 2.00 -0.85 3.50  0.00
91 H -0.23 -1.56 4.36  0.00
92 H -2.29 -0.92 3.10  0.01
93 H -2.10 0.36 0.97  0.05

Record 2
Here is a cluster of 2 separate species, C2H6N3O2 in total from OMol25. Energies are from wB97M-V/def2-TZVPD.

Multiplicity = 3
Total charge = +1
Energy above the lowest of the compared OMol25 structures with the same formula, charge and spin = 0.0 kcal/mol
DFT total energy = -10723.8173 eV

Last column: Mulliken spin population.
Atoms and positions in Å:
1 C -0.02 -0.63 0.10  -0.11
2 C 0.99 1.46 -0.09  0.02
3 N 0.25 -1.97 0.09  -0.04
4 N -3.28 -0.08 -0.18  0.67
5 N 1.02 0.13 0.38  0.51
6 O -1.21 -0.14 0.07  0.53
7 O -3.43 0.93 0.21  0.32
8 H 1.23 1.53 -1.25  0.08
9 H 1.91 2.06 0.43  0.01
10 H -0.02 1.91 0.10  0.02
11 H -0.48 -2.75 -0.04  0.00
12 H 1.15 -2.11 -0.24  0.00
13 H 1.90 -0.34 0.42  -0.02

Record 3
Here is a cluster of 3 separate species, C17H39N3O9P3S in total from OMol25. Energies are from wB97M-V/def2-TZVPD.

Total charge = -1
Energy above the lowest of the compared OMol25 structures with the same formula, charge and spin = 286.6 kcal/mol
DFT total energy = -79850.2793 eV

Last column: Löwdin charge in e.
Atoms and positions in Å:
1 N 0.92 2.37 -2.03  -0.40
2 P 1.86 3.59 -1.46  0.57
3 C 2.60 4.45 -3.00  -0.41
4 C 1.98 5.95 -3.26  -0.40
5 C 0.39 5.90 -2.90  -0.55
6 S -0.68 7.18 -3.78  0.78
7 C -2.44 6.63 -3.26  -0.46
8 N -3.31 7.11 -2.13  -0.02
9 N -4.45 6.29 -2.22  -0.06
10 C -4.29 5.32 -3.40  -0.05
11 O -2.99 5.53 -4.09  -0.11
12 H 0.92 2.36 -3.08  -0.05
13 H 1.01 4.39 -0.63  -0.05
14 H 2.89 3.03 -0.60  -0.05
15 H 3.75 4.60 -2.75  -0.01
16 H 2.59 6.69 -2.59  0.08
17 H 2.13 6.27 -4.40  0.09
18 H 0.23 6.10 -1.74  0.08
19 H -0.04 4.84 -3.24  0.09
20 H -5.01 4.48 -3.77  0.13
21 O 3.68 -1.20 -2.18  -0.22
22 P 4.08 -2.28 -1.14  0.77
23 O 3.38 -3.53 -1.97  -0.25
24 C 4.19 -4.09 -3.01  -0.30
25 C 5.42 -4.77 -2.45  -0.10
26 O 2.83 -1.81 -0.13  -0.29
27 C 2.14 -0.57 -0.32  -0.27
28 C 1.03 -0.69 -1.35  -0.09
29 O 4.53 -3.48 0.03  -0.27
30 C 3.67 -3.82 1.12  -0.28
31 C 2.30 -4.39 0.73  -0.08
32 H 4.47 -3.31 -3.72  0.11
33 H 3.57 -4.83 -3.53  0.12
34 H 6.09 -4.05 -1.96  0.06
35 H 6.00 -5.26 -3.25  0.08
36 H 5.16 -5.53 -1.70  0.08
37 H 2.86 0.22 -0.57  0.10
38 H 1.71 -0.28 0.64  0.10
39 H 1.34 -1.20 -2.27  0.07
40 H 0.65 0.31 -1.62  0.01
41 H 0.20 -1.27 -0.94  0.06
42 H 3.56 -2.95 1.77  0.11
43 H 4.19 -4.57 1.71  0.11
44 H 1.75 -3.78 0.02  0.06
45 H 1.67 -4.49 1.62  0.08
46 H 2.41 -5.37 0.27  0.07
47 O -2.21 -2.83 2.17  -0.25
48 P -3.10 -1.57 2.03  0.78
49 O -2.02 -0.57 2.79  -0.25
50 C -0.98 -0.05 1.96  -0.29
51 C -1.52 0.88 0.90  -0.08
52 O -4.05 -2.07 3.31  -0.29
53 C -4.01 -3.41 3.79  -0.28
54 C -2.88 -3.61 4.80  -0.07
55 O -4.09 -0.16 1.88  -0.26
56 C -5.03 0.20 2.89  -0.28
57 C -4.44 0.50 4.26  -0.08
58 H -0.43 -0.88 1.50  0.09
59 H -0.29 0.50 2.61  0.12
60 H -2.18 0.35 0.19  0.07
61 H -0.70 1.32 0.31  0.06
62 H -2.11 1.69 1.33  0.08
63 H -3.94 -4.12 2.96  0.11
64 H -4.96 -3.61 4.29  0.11
65 H -1.92 -3.20 4.46  0.07
66 H -2.73 -4.68 5.01  0.08
67 H -3.11 -3.10 5.74  0.07
68 H -5.81 -0.57 2.94  0.11
69 H -5.54 1.11 2.53  0.12
70 H -3.79 -0.28 4.65  0.06
71 H -5.25 0.64 4.99  0.08
72 H -3.84 1.42 4.24  0.08

Record 4
Here is the molecule C2H5BrSi from OMol25. Energies are from wB97M-V/def2-TZVPD.

SMILES = C=C[SiH2]Br
Energy above the lowest of the compared OMol25 structures with the same formula, charge and spin = 17.6 kcal/mol
DFT total energy = -80074.4402 eV

Last column: Löwdin charge in e.
Atoms and positions in Å:
1 C 1.54 -0.62 0.34  -0.08
2 C 0.24 -0.60 -0.04  -0.35
3 Si -0.87 0.96 -0.10  0.41
4 Br -3.08 0.00 0.10  0.06
5 H 2.11 -1.56 0.24  0.05
6 H 2.29 0.14 0.61  0.06
7 H -0.13 -1.42 -0.59  0.03
8 H -0.99 1.20 -1.52  -0.08
9 H -1.11 1.90 0.97  -0.09